The following is a quantum chemistry calculation of an isolated ion of composition C5H13N2O and charge +1 at a distorted geometry, from OMol25.

Its charge is +1. For the total energy, the calculation gives -382.73695 hartree. For the energy above the lowest of the compared OMol25 structures with the same formula, charge and spin, the calculation gives 327.37 kJ/mol. The calculation puts the LUMO energy at -3.03 eV. The spin multiplicity is 1. The structure (SMILES) is C[NH2+]CCNCC=O. The orbital gap is 10.41 eV.

CARTESIAN COORDINATES (ANGSTROEM)
C1 1.1829 0.5172 -1.0188
N1 0.6923 1.3025 0.2253
C2 1.3339 1.0169 1.5023
C3 0.1223 0.6393 2.4355
O1 -0.6354 -0.2031 2.0964
C4 0.3550 -0.8929 -0.9091
N2 -0.9982 -0.6646 -0.3852
C5 -2.0230 -1.1629 -1.3336
H1 2.2771 0.2895 -0.8780
H2 1.0804 1.2545 -1.7967
H3 0.6036 2.2315 0.0642
H4 1.8715 1.7565 2.1157
H5 2.0455 0.1841 1.3250
H6 -0.0408 1.1194 3.4039
H7 0.8751 -1.6569 -0.3803
H8 0.2726 -1.1376 -2.1873
H9 -1.0288 0.3736 -0.1885
H10 -1.1637 -1.0094 0.6085
H11 -2.9952 -1.0470 -0.8452
H12 -2.0289 -0.6383 -2.3566
H13 -1.7982 -2.2722 -1.4975

Cartesian forces (eV/Å) of the 3 atoms listed first:
0.1 -0.4 4.5
1.3 -3.1 -0.8
-0.9 -0.8 1.2

These are the Mulliken partial charges, in e, on atoms 1 to 4: C -0.66; N -0.34; C -0.56; C 0.02